No. 1
34
Properties=species:S:1:pos:R:3:forces:R:3 method="wB97M-V/def2-TZVPD" multiplicity=4 homo_ev="-2.3 / -2.9" charge=-1 mol_weight_g_mol=330.2
Cr 0.663683 -0.002784 0.106633 -2.9 -1.2 2.7
Cl -0.494087 -1.914018 0.018551 -0.7 -1.5 0.3
Cl 1.067125 1.956505 1.135905 0.2 1.5 0.8
C 1.960622 -0.070685 -1.179196 0.6 0.5 -1.9
H 2.722003 0.727100 -1.085869 -0.2 -0.5 -0.3
H 2.346189 -1.064975 -1.457909 0.0 0.5 -0.1
C -0.562605 0.711141 -1.342667 -1.4 0.9 2.6
C 0.645596 0.386693 -2.035062 3.9 0.1 -4.2
H -0.509241 1.556174 -0.577736 -0.2 -0.2 -1.9
C 0.488765 -0.647293 -3.231174 -0.3 0.6 1.2
H 0.978798 1.290770 -2.582056 0.4 0.2 0.0
C -0.685109 -0.326447 -4.142181 -0.4 0.2 -0.2
H 1.439797 -0.607255 -3.770658 -0.2 -0.2 0.0
H 0.338613 -1.638627 -2.794527 0.1 -0.1 -0.1
C -1.996311 -0.171666 -3.380629 0.0 0.2 1.2
H -0.516907 0.616038 -4.667896 0.2 0.1 -0.1
H -0.800249 -1.098949 -4.903807 0.1 -0.1 -0.2
C -1.808282 0.818929 -2.185796 -0.4 -0.2 -0.2
H -2.830883 0.186769 -4.021178 0.5 -0.2 0.2
H -2.304015 -1.139718 -2.969013 0.1 0.0 -0.1
H -1.804846 1.833594 -2.631706 -0.1 -0.1 0.0
H -2.677733 0.760772 -1.520722 -0.1 0.1 -0.2
S 2.130857 -1.051029 1.821839 0.8 -0.5 1.0
C 1.239272 -0.639735 3.201664 0.0 -1.0 -1.2
N 0.026707 -1.268483 3.410998 -0.3 0.8 0.5
C -0.881566 -0.812859 4.325030 0.5 0.6 0.0
C -0.568085 0.283852 5.112422 -0.9 -0.8 -0.3
C 0.683130 0.910635 4.963933 1.0 -0.4 -0.4
C 1.609716 0.398456 4.068511 -0.7 0.9 1.0
H -0.262782 -1.954413 2.704668 0.3 0.3 0.0
H -1.844689 -1.330499 4.332917 0.4 0.2 0.1
H -1.308003 0.659892 5.816241 0.2 -0.1 -0.2
H 0.921678 1.803669 5.544776 -0.1 -0.3 -0.1
H 2.592857 0.838443 3.915682 -0.4 0.0 0.0

=====

No. 2
37
Properties=species:S:1:pos:R:3:forces:R:3 method="wB97M-V/def2-TZVPD" multiplicity=2 homo_ev="-8.0 / -7.6" charge=0 mol_weight_g_mol=375.3
Mn -0.229194 -0.382929 0.714697 -0.5 0.5 0.6
C 2.125035 -2.819106 -4.669962 0.0 0.1 0.0
C 0.850475 -3.163202 -3.932311 0.0 0.0 -0.1
O 0.204024 -1.984812 -3.385456 0.5 -1.1 0.5
P 0.667301 -1.401991 -1.954535 -0.4 2.2 1.2
S 1.308607 -1.753443 0.214174 0.0 -1.1 -1.8
S -0.972129 -0.318687 -1.400491 0.1 -0.5 -0.1
O 1.860861 -0.418392 -2.358013 0.3 -0.2 0.0
C 1.725850 0.913778 -2.883307 -0.1 0.0 -0.1
C 1.501158 0.917430 -4.378531 0.0 -0.1 0.0
H 2.538782 -3.716731 -5.131578 0.0 0.0 0.0
H 2.871880 -2.401601 -3.994899 0.0 0.0 0.0
H 1.926134 -2.086344 -5.452024 0.0 0.0 0.0
H 1.044298 -3.874369 -3.126034 0.0 0.0 0.0
H 0.117681 -3.609894 -4.600976 0.0 0.0 0.0
H 2.657789 1.411757 -2.620619 0.0 0.0 0.0
H 0.908235 1.412327 -2.360340 0.0 0.0 0.0
H 2.332067 0.439831 -4.898938 0.0 0.0 0.0
H 1.415068 1.945420 -4.733982 0.0 0.0 0.0
H 0.583729 0.387095 -4.633055 0.0 0.0 0.0
C -2.164267 -1.348132 4.368726 0.0 0.1 0.1
C -1.480900 -0.471287 3.355864 0.1 0.0 0.0
O -0.994537 -1.061078 2.366628 0.0 0.0 -0.2
C -1.383011 0.948215 3.546789 -0.1 -0.1 0.2
C -1.815934 1.528480 4.766163 0.0 0.0 -0.1
C -1.709339 2.870125 4.995095 0.0 0.0 0.0
C -1.167210 3.691296 3.985637 0.0 0.1 0.0
C -0.752811 3.169450 2.793519 0.0 0.0 0.1
C -0.844579 1.777714 2.535590 0.1 0.1 -0.4
O -0.452828 1.355781 1.367999 0.1 0.1 0.2
H -2.205549 -2.362380 3.983367 0.0 0.0 0.0
H -3.172007 -0.988121 4.575385 0.0 0.0 0.0
H -1.608913 -1.345190 5.308195 0.0 0.0 0.0
H -2.230632 0.891819 5.535510 0.0 0.0 0.0
H -2.032863 3.296463 5.934135 0.0 0.0 0.0
H -1.077147 4.757145 4.157382 0.0 0.0 0.0
H -0.345125 3.793565 2.010198 0.0 0.0 0.0

=====

No. 3
30
Properties=species:S:1:pos:R:3:forces:R:3 method="wB97M-V/def2-TZVPD" multiplicity=2 homo_ev="0.6 / -2.8" charge=-1 mol_weight_g_mol=175.3
C 2.446613 -0.878210 0.537451 -0.5 -2.6 0.6
C 2.145996 -0.410891 -1.905945 -0.8 -0.3 -0.1
C 1.600084 -0.769075 -0.680196 0.7 0.8 -1.2
C -0.092425 -0.634860 -2.205378 0.9 0.2 -0.3
C 0.196253 -0.925437 -0.834830 1.3 -0.3 -1.3
C -1.376407 -0.718264 -2.709590 1.1 -0.5 0.7
C -0.737924 -1.637776 -0.063829 -0.9 -0.5 1.8
C -2.308262 -1.298106 -1.802522 -1.9 0.7 -1.5
C -2.078932 -1.727399 -0.518369 1.1 0.7 -1.3
N 1.098912 -0.311130 -2.873057 0.5 0.1 2.2
H 3.175843 -0.235248 -2.141642 0.2 0.2 -0.2
H 1.344639 -0.346180 -3.840586 -0.7 -0.1 -0.2
H 3.282225 -1.627542 0.426442 -0.2 1.1 -0.3
H 1.829303 -1.480576 1.263209 0.5 1.2 0.0
H -1.487696 -0.403591 -3.725058 -0.9 -0.1 -0.5
H -0.383754 -2.101083 0.866053 -0.4 0.2 -0.2
H -3.320782 -1.354822 -2.222296 0.0 -0.1 0.5
H -2.982920 -2.012407 -0.019953 0.1 -0.6 0.8
H 2.782844 0.094549 0.888148 0.1 -0.2 0.4
C -0.899694 1.543345 1.680514 0.4 -0.5 -2.2
C -0.012293 0.594779 2.515564 -1.4 -0.3 -0.9
C -0.574694 3.058957 1.730555 0.0 -1.2 1.0
H -0.613775 1.249443 0.644671 -0.5 0.1 0.4
H -1.944155 1.237917 1.699944 -0.2 0.5 0.5
H 0.169937 1.003024 3.509487 0.9 -0.1 -0.1
H 0.220747 3.224226 1.005810 0.2 0.4 0.4
H 0.738336 0.206721 1.813682 0.7 0.8 1.2
H -0.555282 -0.341277 2.650666 -0.4 0.1 0.3
H -1.373116 3.759854 1.544452 -0.6 -0.1 -0.4
H -0.289621 3.241060 2.766601 0.6 0.5 0.0

=====

No. 4
30
Properties=species:S:1:pos:R:3:forces:R:3 method="wB97M-V/def2-TZVPD" homo_ev=-7.8 smiles=Cc1c[nH]c2ccccc12.CCC charge=0 mol_weight_g_mol=175.3
C -1.550666 -2.858716 2.482079 1.5 0.5 -0.8
C 1.046472 -1.143961 0.383543 -0.9 -1.6 0.0
C 0.308211 -1.271672 1.611301 0.6 0.7 -1.4
C -0.577506 -2.352493 1.425423 -1.6 -1.5 0.3
C -0.435886 -2.881125 0.171791 0.9 1.2 0.8
C 2.062986 -0.241750 0.137960 -0.6 0.7 1.7
C 2.274723 0.633791 1.227523 0.4 -0.1 -1.9
C 1.531231 0.582230 2.386911 -0.8 0.4 0.9
C 0.496524 -0.334846 2.609707 1.6 -0.1 0.1
N 0.574191 -2.158038 -0.452360 0.7 0.8 0.0
H 2.573555 -0.158546 -0.808723 0.2 0.0 0.0
H 2.990979 1.434329 1.078798 0.1 -0.1 0.3
H 0.774604 -2.014963 -1.420612 -0.3 -0.7 -0.5
H 1.716350 1.364099 3.114592 0.0 -0.2 0.2
H -0.890773 -3.766170 -0.233817 -0.1 0.1 -0.3
H 0.054502 -0.442329 3.588085 -0.4 0.3 0.0
H -0.972271 -2.849941 3.403823 -0.4 0.0 0.4
H -1.793865 -3.889414 2.246104 -0.5 0.0 0.1
H -2.390911 -2.167799 2.526465 -0.2 -0.4 0.3
C -0.672348 2.447616 -2.915329 -0.6 0.5 2.1
C -1.696396 2.955175 -1.860747 1.0 -0.7 0.2
C 0.249635 1.376001 -2.333054 -0.1 -0.7 -1.7
H -0.037178 3.305978 -3.131068 -0.3 0.0 -1.0
H -1.320839 2.055091 -3.698946 0.8 0.1 -0.6
H -2.481915 3.518432 -2.339164 -0.3 0.3 0.0
H -2.114065 2.089417 -1.335023 -0.2 0.1 -0.1
H -0.327872 0.568446 -1.882459 0.1 0.0 0.3
H -1.187083 3.550608 -1.097543 -0.2 0.1 -0.1
H 1.039254 1.709263 -1.671612 -0.2 0.3 0.3
H 0.756359 0.941288 -3.213646 0.1 -0.1 0.4

=====

No. 5
30
Properties=species:S:1:pos:R:3:forces:R:3 method="wB97M-V/def2-TZVPD" homo_ev=-8.0 smiles="C=C(C)[C@@H]1Cn2cccc2C1(C)C" charge=0 mol_weight_g_mol=175.3
C 1.875219 -1.348751 -2.887165 -1.0 -0.2 -0.4
C 0.519640 -0.896635 -2.714093 -0.1 0.5 0.2
C 2.373632 -1.513332 -1.647410 2.4 -0.2 3.0
C 0.341617 -0.742629 -1.366406 -0.7 0.7 0.5
C 1.599968 1.575078 0.760455 -2.0 0.8 1.4
C 0.443996 1.144624 1.316801 1.9 -0.4 -2.3
C 1.219406 -1.309631 0.709175 -2.3 0.1 2.2
C -0.160624 -0.182486 0.904129 3.1 -2.3 2.0
C -0.810228 -0.354595 -0.453229 -1.4 -0.9 -0.7
C -0.143332 1.833553 2.463354 -0.3 1.8 -0.7
C -1.761573 -1.633899 -0.445706 1.5 1.6 -2.6
C -1.596927 0.889109 -0.935278 1.0 0.6 -1.6
N 1.430692 -1.148238 -0.659858 1.2 0.9 -3.9
H 2.404666 -1.626237 -3.790321 -0.2 0.3 0.1
H -0.267172 -0.631788 -3.410119 0.4 -0.2 -0.3
H 3.437768 -1.675541 -1.309919 -1.5 -0.2 -0.6
H 2.057919 2.490142 1.098297 0.0 0.2 0.2
H 2.038703 1.149830 -0.078925 0.7 -1.0 -1.2
H 2.033023 -1.077595 1.465370 -0.9 -0.2 -1.3
H 0.845575 -2.372514 0.785299 0.4 1.0 0.9
H -0.646680 -0.576427 1.857292 -0.2 0.3 -1.6
H 0.367490 2.880772 2.466440 -1.1 -1.9 1.0
H -1.244285 1.930018 2.343786 0.6 0.2 0.1
H 0.012425 1.104577 3.242290 0.2 0.6 1.2
H -2.736697 -1.206728 -0.467858 -1.1 -0.5 0.9
H -1.405718 -2.305442 0.288109 -0.5 -0.8 1.0
H -1.617833 -2.102007 -1.453933 -0.3 0.1 0.9
H -2.489817 1.206980 -0.372755 -0.5 -1.2 -0.7
H -1.597124 0.979678 -2.109947 -0.8 -0.4 2.4
H -1.033598 1.751726 -0.657058 1.2 0.7 -0.1

=====

No. 6
30
Properties=species:S:1:pos:R:3:forces:R:3 method="wB97M-V/def2-TZVPD" homo_ev=-8.4 smiles=CCCNC1Cc2ccccc2C1 charge=0 mol_weight_g_mol=175.3
C -0.741263 3.526517 0.383563 -4.5 -4.3 0.5
C 0.014674 2.191611 0.609215 1.4 1.5 4.4
C 0.685502 1.653505 -0.566291 3.3 -2.6 -0.9
C -0.604101 -0.203380 -1.769628 0.2 0.2 3.5
C -1.463695 -0.527259 -0.440610 -1.6 -1.7 -0.3
C -0.541388 -1.484698 0.350371 -0.1 1.8 -1.8
C -0.778315 -1.912504 1.622013 -2.9 2.4 -0.6
C 0.171732 -2.534936 2.322553 4.2 -2.7 -1.0
C 1.455517 -2.824301 1.718568 -2.7 4.4 -3.0
C 1.732129 -2.153276 0.379622 1.8 -2.4 2.6
C 0.680045 -1.704070 -0.346880 -1.0 0.4 -0.6
C 0.637689 -1.295292 -1.832334 -2.2 2.5 -1.0
H -0.510154 4.381168 -0.158822 1.4 1.4 -0.7
H -1.343307 3.692769 1.299910 0.8 0.7 -0.3
H -1.642286 3.020591 -0.240103 1.7 1.5 0.7
H 0.965714 2.190515 1.411129 -2.7 0.6 -1.5
H -0.831172 1.568693 1.136334 2.2 0.6 -1.2
H 1.479746 2.257499 -1.071963 -1.1 0.7 0.7
H 1.491061 0.881301 -0.182286 -1.8 0.3 -0.7
H 0.139714 1.455681 -2.575459 -0.7 0.0 2.6
H -1.317690 -0.212815 -2.546661 -0.2 -0.2 -1.5
H -2.549672 -1.078153 -0.495404 2.5 1.1 -0.8
H -1.787120 0.477922 -0.027875 0.8 -1.5 0.0
H -1.756782 -1.542448 2.032049 1.0 -0.8 0.0
H -0.003469 -3.008843 3.240603 -0.3 -0.2 1.4
H 2.198764 -3.241328 2.300117 1.6 -0.9 0.9
H 2.785899 -2.007946 -0.048269 -1.5 -0.9 0.8
H 0.128590 -2.028108 -2.544431 1.4 0.2 1.2
H 1.534581 -0.764543 -2.384971 -1.5 -1.4 1.5
N -0.230941 1.226128 -1.574058 0.5 -0.8 -4.9

=====

No. 7
30
Properties=species:S:1:pos:R:3:forces:R:3 method="wB97M-V/def2-TZVPD" homo_ev=-7.7 smiles=Cc1c[nH]c2ccccc12.CCC charge=0 mol_weight_g_mol=175.3
C 2.047966 -0.511792 1.983789 -1.9 -0.7 2.9
C 0.717463 -1.124743 -1.411084 -0.7 -0.4 -0.6
C 1.478032 -0.265403 -0.568748 0.3 1.0 -0.9
C 1.483573 -0.916190 0.705224 -1.0 -1.1 -0.5
C 0.735326 -2.066005 0.608685 -0.2 0.4 -1.7
C 0.639106 -1.025393 -2.807905 0.6 0.2 -0.3
C 1.305238 0.084056 -3.363328 -1.2 -0.1 1.4
C 2.083919 0.940768 -1.143849 -2.1 -2.9 -1.0
C 1.867243 1.077798 -2.523972 1.9 0.8 0.4
N 0.141986 -2.172984 -0.683245 1.1 0.2 0.3
H -0.449702 -2.909698 -1.153561 1.4 1.2 1.3
H 0.175317 -1.896837 -3.364867 0.6 1.5 0.4
H 0.758671 -2.854075 1.323879 -0.7 -0.4 0.4
H 1.279355 0.320557 -4.399907 0.0 -0.2 -0.7
H 2.682814 1.637686 -0.603038 0.1 0.3 0.4
H 2.732782 0.265057 1.945189 1.7 1.2 -0.2
H 2.420220 -1.384469 2.555522 0.3 0.5 -0.4
H 2.399092 1.956606 -2.989262 -0.9 -1.0 0.3
H 1.252575 -0.110397 2.718969 0.8 -0.4 -1.3
C -2.385413 1.469642 1.585244 -3.4 -0.2 2.0
C -3.228005 1.253831 0.277916 2.6 0.7 -0.9
C -1.468017 0.329440 1.856658 3.1 1.4 -0.1
H -1.929774 2.404968 1.600233 1.2 1.6 -0.4
H -3.046250 1.612480 2.585446 0.7 -0.6 -2.4
H -3.057196 0.240899 -0.126129 -0.4 0.1 0.5
H -1.218305 0.280781 2.971786 -0.5 -0.7 -1.7
H -1.908100 -0.459426 1.290930 0.0 -1.6 0.8
H -2.776552 1.880733 -0.586840 -1.1 -0.6 1.5
H -4.265201 1.436072 0.430459 -0.8 0.2 -0.2
H -0.468167 0.506032 1.285814 -1.6 -0.3 1.1

=====

No. 8
30
Properties=species:S:1:pos:R:3:forces:R:3 method="wB97M-V/def2-TZVPD" homo_ev=-7.8 smiles=CCc1c[nH]c2ccccc12.CC charge=0 mol_weight_g_mol=175.3
C -0.789640 -1.270399 -2.356541 0.1 1.6 -0.3
C -2.045480 -1.933535 -2.943505 0.4 -0.1 0.3
C -0.936268 -0.685274 -0.974322 0.1 -0.1 -0.2
C -1.575824 0.477085 -0.685197 -0.3 -0.2 0.3
C -0.373056 -1.138463 0.268866 0.2 -0.4 -0.6
C -0.697572 -0.201395 1.259408 0.0 -0.5 0.1
C 0.383942 -2.275255 0.576700 0.0 -0.3 0.2
C -0.261505 -0.375149 2.574990 -0.2 0.7 0.0
C 0.844798 -2.421483 1.863115 -0.4 0.3 0.4
C 0.514590 -1.470818 2.852025 0.2 -0.3 0.0
N -1.500870 0.735957 0.669292 0.0 0.7 0.0
H 0.152140 -1.795875 -2.477262 -0.2 -0.8 0.3
H -0.563641 -0.378885 -2.960319 -0.2 -0.2 -0.2
H -1.766488 -2.739376 -3.622087 -0.2 -0.1 0.0
H -2.151464 1.126967 -1.318283 0.0 0.1 -0.2
H -1.776298 1.619812 1.062355 0.1 -0.2 0.1
H 0.538316 -3.070438 -0.147763 0.1 0.3 -0.1
H -0.517198 0.371669 3.322266 0.1 -0.2 0.1
H 1.400742 -3.282248 2.194373 0.1 -0.2 -0.2
H 0.862001 -1.661977 3.858885 0.0 0.2 0.1
H -2.640116 -1.205249 -3.490126 0.0 0.0 -0.1
H -2.669118 -2.302619 -2.132854 0.0 -0.3 -0.1
C 2.593768 2.728047 0.572838 0.9 0.5 -0.2
C 1.239082 3.229874 0.080188 0.5 -0.8 0.4
H 2.701003 2.691827 1.657415 -0.3 -0.3 0.0
H 2.943874 1.792863 0.126718 -0.4 -0.1 0.2
H 3.361424 3.454435 0.266549 -0.2 0.0 0.0
H 0.414840 2.594303 0.372054 -0.1 -0.3 0.3
H 1.247462 3.186947 -1.002690 -0.1 0.7 -0.2
H 1.066558 4.198645 0.532911 -0.2 0.4 -0.5